1.
{
  "formula": "C2H3NO2S",
  "method": "ωB97M-V with the def2-TZVPD basis set",
  "symbols": ["C", "H", "O", "C", "N", "O", "H", "S", "H"],
  "positions_angstrom": [[-0.42, 0.93, 0.11], [-1.07, 1.69, 0.54], [-2.29, -0.24, -0.16], [1.88, -0.44, 0.05], [-0.93, -0.23, -0.18], [3.04, -0.73, -0.14], [1.05, -1.08, 0.35], [1.31, 1.22, -0.21], [-2.56, -1.12, -0.37]],
  "lowdin_charge": [-0.454, 0.086, -0.036, -0.568, -0.109, -0.019, 0.068, 0.951, 0.082],
  "homo_energy_ev": -9.43,
  "gap_ha": 0.36344,
  "spin_multiplicity": 1
}

***

2.
{
  "formula": "C2H3NO2S",
  "method": "ωB97M-V with the def2-TZVPD basis set",
  "symbols": ["N", "C", "C", "H", "H", "S", "O", "H", "O"],
  "positions_angstrom": [[1.85, -0.11, 0.15], [0.78, -0.84, 0.08], [-1.72, 0.20, 0.23], [0.84, -1.69, 0.86], [-1.38, 0.21, 1.36], [-0.61, -0.55, -0.92], [-2.76, 0.62, -0.19], [1.12, 1.10, -1.06], [1.89, 1.07, -0.52]],
  "lowdin_charge": [-0.065, -0.534, -0.580, 0.116, 0.134, 0.967, -0.021, 0.023, -0.040],
  "homo_energy_ev": -10.29,
  "gap_ha": 0.38587,
  "spin_multiplicity": 1
}

***

3.
{
  "formula": "C2H3NO2S",
  "method": "ωB97M-V with the def2-TZVPD basis set",
  "symbols": ["H", "C", "O", "O", "S", "H", "C", "H", "N"],
  "positions_angstrom": [[-3.11, -0.37, -0.03], [0.36, -0.22, 0.08], [-1.79, 1.26, -0.14], [2.46, 0.44, -0.06], [-0.90, -1.28, -0.07], [3.36, -0.02, -0.02], [-2.13, 0.04, 0.01], [0.19, 0.83, 0.37], [1.56, -0.68, -0.14]],
  "lowdin_charge": [0.066, -0.559, -0.076, -0.114, 0.994, 0.120, -0.467, 0.105, -0.068],
  "homo_energy_ev": -9.21,
  "gap_ha": 0.33812,
  "spin_multiplicity": 1
}

***

4.
{
  "formula": "C2H3NO2S",
  "method": "ωB97M-V with the def2-TZVPD basis set",
  "symbols": ["C", "O", "H", "N", "H", "H", "C", "O", "S"],
  "positions_angstrom": [[-0.06, -1.08, 0.48], [0.63, 1.35, 1.68], [0.26, 2.21, -0.15], [0.11, 0.12, -0.19], [-0.76, -1.06, -1.85], [0.25, -0.93, 1.51], [0.33, 1.30, 0.51], [-0.53, -2.07, -0.06], [-0.24, 0.15, -1.91]],
  "lowdin_charge": [-0.319, 0.054, 0.131, -0.393, -0.135, 0.144, -0.344, 0.017, 0.845],
  "homo_energy_ev": -9.62,
  "gap_ha": 0.36726,
  "spin_multiplicity": 1
}

***

5.
{
  "formula": "C2H3NO2S",
  "method": "ωB97M-V with the def2-TZVPD basis set",
  "symbols": ["S", "O", "C", "N", "H", "H", "H", "O", "C"],
  "positions_angstrom": [[2.83, 0.27, -0.66], [-0.55, 0.46, 0.37], [-0.09, -0.69, -0.03], [-1.97, 0.85, 0.23], [2.17, -1.62, 0.78], [-2.07, 1.14, -0.82], [-1.82, 1.87, 0.44], [-0.50, -1.62, -0.63], [1.98, -0.66, 0.31]],
  "lowdin_charge": [0.658, -0.101, -0.458, 0.086, 0.012, 0.125, 0.097, 0.114, -0.533],
  "homo_energy_ev": -8.32,
  "gap_ha": 0.28393,
  "spin_multiplicity": 1
}

***

6.
{
  "formula": "C2H3NO2S",
  "method": "ωB97M-V with the def2-TZVPD basis set",
  "symbols": ["O", "O", "C", "N", "C", "S", "H", "H", "H"],
  "positions_angstrom": [[1.81, 0.21, -1.32], [1.87, 0.13, 1.17], [-0.82, 1.11, -0.07], [0.41, -1.58, 0.21], [-1.83, 1.74, 0.01], [1.15, -0.07, -0.07], [0.75, -2.29, -0.42], [-0.58, -1.48, 0.32], [-2.76, 2.22, 0.16]],
  "lowdin_spin": [0.183, 0.167, 0.641, 0.108, 0.500, 0.370, 0.006, 0.004, 0.021],
  "homo_energy_ev": [-7.03, -10.07],
  "gap_ha": [0.27908, 0.19511],
  "spin_multiplicity": 3
}

***

7.
{
  "formula": "C2H3NO2S2",
  "method": "ωB97M-V with the def2-TZVPD basis set",
  "symbols": ["S", "O", "O", "H", "C", "N", "H", "H", "C", "S"],
  "positions_angstrom": [[-0.61, -1.82, -1.03], [0.47, -2.72, -0.77], [-1.91, -2.34, -1.30], [0.48, 2.41, 0.64], [0.33, 0.43, -0.16], [-0.64, -0.46, -0.22], [-0.81, 1.40, 1.36], [0.90, 1.12, 1.76], [0.20, 1.41, 0.97], [1.59, 0.57, -1.23]],
  "lowdin_charge": [0.807, -0.256, -0.251, 0.073, -0.961, -0.149, 0.077, 0.089, -0.107, 0.679],
  "homo_energy_ev": [-9.06, -9.06],
  "gap_ha": [0.23289, 0.23286],
  "spin_multiplicity": 1
}

***

8.
{
  "formula": "C2H3NO3",
  "method": "ωB97M-V with the def2-TZVPD basis set",
  "symbols": ["O", "H", "C", "O", "C", "N", "H", "H", "O"],
  "positions_angstrom": [[-0.50, -1.81, 0.96], [-0.11, 1.46, -1.12], [1.20, -0.44, -0.03], [-0.47, 1.62, -0.24], [-0.28, -0.75, 0.36], [-1.04, 0.30, 0.05], [1.84, -1.17, 0.49], [-2.04, 0.38, 0.38], [1.41, 0.39, -0.86]],
  "lowdin_charge": [0.054, 0.078, -0.117, -0.018, -0.446, 0.061, 0.133, 0.180, 0.076],
  "homo_energy_ev": -9.83,
  "gap_ha": 0.35544,
  "spin_multiplicity": 1
}

***

We obtain molecular weight values of 105.12; 105.12; 105.12; 105.12; 105.12; 105.12; 137.19; 89.05 g mol⁻¹ for the records listed above, in that order.
We obtain energy above the lowest of the compared OMol25 structures with the same formula, charge and spin values of 288.8; 313.8; 324.2; 115.8; 517.4; 486.1; 252.6; 361.2 kJ/mol for the records listed above, in that order.